Record 1
# C3H4O2S

A structure of composition C3H4O2S in a non-equilibrium geometry (ωB97M-V/def2-TZVPD, the OMol25 dataset).

XYZ file:
```
10
Properties=species:S:1:pos:R:3:mulliken_charge:R:1
O 2.184 0.114 -1.039 -0.576
C 0.298 -0.762 0.746 -0.385
H -0.007 -1.776 0.485 0.325
O 2.681 0.034 1.854 -0.421
H -1.062 0.716 -0.429 0.275
H 0.881 1.308 -1.965 0.383
C 0.960 0.574 -1.187 0.201
C -0.017 0.328 -0.283 -0.690
H -0.208 -0.647 1.717 0.358
S 2.042 -0.848 0.917 0.530
```

The multiplicity is 1. As for the net charge: 0. As for the energy relative to the best compared isomer or geometry (same formula, charge and spin): 66.8 kcal per mole. The HOMO-LUMO gap is 7.74 eV.



Record 2
# C3H4O2Y

A structure of composition C3H4O2Y in a non-equilibrium geometry (ωB97M-V/def2-TZVPD, the OMol25 dataset).

XYZ file:
```
10
Properties=species:S:1:pos:R:3:mulliken_charge:R:1
H 0.110 1.259 1.359 0.280
H -1.445 -0.438 0.327 0.391
H 1.824 -2.200 0.746 0.460
C 1.026 -0.577 1.227 -0.498
H 1.221 1.222 -0.082 0.348
O 1.329 -1.473 0.341 -0.301
O -1.005 0.641 -1.323 -0.556
C -0.722 0.198 -0.218 0.124
C 0.518 0.639 0.530 -0.011
Y -2.855 0.728 -2.906 1.762
```

The multiplicity is 2. As for the net charge: +2. As for the energy relative to the best compared isomer or geometry (same formula, charge and spin): 20.0 kcal per mole. Its expectation value of S² is 0.75. The HOMO-LUMO gap (spin up / spin down) is 4.26 / 4.38 eV.



Record 3
# C3H4O3

The molecule C3H4O3 in a non-equilibrium geometry (ωB97M-V/def2-TZVPD, the OMol25 dataset).

XYZ file:
```
10
Properties=species:S:1:pos:R:3:mulliken_charge:R:1
C 0.664 0.058 1.474 0.217
O -0.287 -0.629 1.757 -0.503
H 1.544 0.159 2.104 0.384
O 0.750 0.812 0.370 -0.304
C -0.410 0.590 -0.427 -0.312
H -1.105 0.124 0.320 0.291
C -0.189 -0.573 -1.352 0.031
H -0.671 1.531 -0.930 0.311
H -0.826 -0.579 -2.259 0.339
O 0.531 -1.493 -1.058 -0.456
```

The multiplicity is 1. As for the net charge: 0. As for the energy relative to the best compared isomer or geometry (same formula, charge and spin): 33.9 kcal per mole. Its SMILES is O=CCOC=O. The HOMO-LUMO gap is 11.02 eV.



Record 4
# C3H4O3

The molecule C3H4O3 (ωB97M-V/def2-TZVPD, the OMol25 dataset).

XYZ file:
```
10
Properties=species:S:1:pos:R:3:mulliken_charge:R:1
O -2.277 -1.028 0.844 -0.416
H 1.764 0.940 1.531 0.223
C -1.853 -0.790 -0.255 -0.018
H 1.513 1.523 -0.147 0.289
C 1.463 0.660 0.522 -0.594
O 0.118 0.184 0.637 -0.251
C -0.454 -0.206 -0.497 0.657
H 2.113 -0.129 0.137 0.287
O 0.041 -0.150 -1.597 -0.528
H -2.427 -1.004 -1.177 0.351
```

The multiplicity is 1. As for the net charge: 0. As for the energy relative to the best compared isomer or geometry (same formula, charge and spin): 26.7 kcal per mole. Its SMILES is COC(=O)C=O. The HOMO-LUMO gap is 10.11 eV.



Record 5
# C3H4O3

The molecule C3H4O3 in a non-equilibrium geometry (ωB97M-V/def2-TZVPD, the OMol25 dataset).

XYZ file:
```
10
Properties=species:S:1:pos:R:3:mulliken_charge:R:1
O -1.208 -0.943 1.818 -0.546
C -0.614 -0.631 -0.504 -0.287
H 1.792 0.321 -0.280 0.281
H 1.058 1.981 -0.317 0.245
C 0.867 0.916 -0.179 -0.114
C -0.673 -0.332 0.938 0.532
H 0.205 -1.378 -0.028 0.219
H -1.428 -1.052 -1.107 0.353
O -0.033 0.452 -1.154 -0.369
O 0.262 0.674 1.088 -0.314
```

The multiplicity is 1. As for the net charge: 0. As for the energy relative to the best compared isomer or geometry (same formula, charge and spin): 42.8 kcal per mole. Its SMILES is O=C1COCO1. The HOMO-LUMO gap is 11.03 eV.



Record 6
# C3H4O3

A structure of composition C3H4O3 (ωB97M-V/def2-TZVPD, the OMol25 dataset).

XYZ file:
```
10
Properties=species:S:1:pos:R:3:mulliken_charge:R:1
O 0.510 1.163 -0.924 -0.421
H -1.185 -1.116 -0.503 0.310
H -0.582 1.381 0.817 0.309
C -0.328 -0.994 0.171 -0.639
C -0.550 1.165 -0.258 -0.250
C 1.161 -0.190 0.138 0.854
H -1.516 1.229 -0.777 0.361
O 1.976 0.234 0.888 -0.506
O 0.910 -1.234 -0.597 -0.315
H -0.397 -1.638 1.046 0.299
```

The multiplicity is 1. As for the net charge: 0. As for the energy relative to the best compared isomer or geometry (same formula, charge and spin): 119.0 kcal per mole. The HOMO-LUMO gap is 9.63 eV.



Record 7
# C3H4O3

The molecule C3H4O3 in a non-equilibrium geometry (ωB97M-V/def2-TZVPD, the OMol25 dataset).

XYZ file:
```
10
Properties=species:S:1:pos:R:3:mulliken_charge:R:1
H 0.880 0.336 1.459 0.268
C -0.608 -1.210 -0.332 -0.442
O 0.938 1.587 -0.160 -0.633
O -1.860 0.833 0.170 -0.489
O 1.310 -0.885 -0.217 -0.508
C 0.690 0.506 0.385 0.162
H -0.634 -2.258 -0.530 0.390
C -0.861 -0.038 0.097 0.553
H 1.598 -0.590 -1.094 0.348
H -1.453 1.719 0.223 0.351
```

The multiplicity is 1. As for the net charge: 0. As for the energy relative to the best compared isomer or geometry (same formula, charge and spin): 120.6 kcal per mole. The HOMO-LUMO gap is 8.79 eV.



Record 8
# C3H4O3

The molecule C3H4O3 (ωB97M-V/def2-TZVPD, the OMol25 dataset).

XYZ file:
```
10
Properties=species:S:1:pos:R:3:mulliken_charge:R:1
H 0.397 -1.114 0.885 0.307
O -0.854 -0.417 -0.651 -0.302
H -2.634 0.448 -0.438 0.360
O 1.127 1.614 -0.266 -0.446
C 1.394 0.456 -0.082 0.097
C -1.683 0.325 0.104 0.180
C 0.431 -0.706 -0.134 -0.387
H 2.420 0.115 0.182 0.320
O -1.439 0.755 1.197 -0.472
H 0.840 -1.475 -0.796 0.343
```

The multiplicity is 1. As for the net charge: 0. As for the energy relative to the best compared isomer or geometry (same formula, charge and spin): 26.1 kcal per mole. Its SMILES is O=CCOC=O. The HOMO-LUMO gap is 11.05 eV.



Record 9
# C3H4O3

The molecule C3H4O3 in a non-equilibrium geometry (ωB97M-V/def2-TZVPD, the OMol25 dataset).

XYZ file:
```
10
Properties=species:S:1:pos:R:3:mulliken_charge:R:1
H -2.083 -0.573 -0.683 0.239
H -1.447 -0.461 1.017 0.296
O -0.784 0.976 -0.256 -0.364
O -0.124 -1.195 -0.406 -0.308
H 1.069 1.850 -0.148 0.368
C 0.558 0.892 0.005 -0.260
H 0.792 0.213 1.113 0.191
C 1.057 -0.449 -0.269 0.536
C -1.211 -0.370 -0.058 -0.130
O 2.174 -0.882 -0.314 -0.568
```

The multiplicity is 1. As for the net charge: 0. As for the energy relative to the best compared isomer or geometry (same formula, charge and spin): 58.7 kcal per mole. Its SMILES is O=C1COCO1. The HOMO-LUMO gap is 10.80 eV.



Record 10
# C3H4O3

A structure of composition C3H4O3 in a non-equilibrium geometry (ωB97M-V/def2-TZVPD, the OMol25 dataset).

XYZ file:
```
10
Properties=species:S:1:pos:R:3:mulliken_charge:R:1
C -0.167 0.460 0.121 -0.372
C 1.838 0.597 0.016 -0.828
O -2.096 0.358 -0.035 -0.178
H 2.148 1.516 0.363 0.354
O -1.364 -1.844 -0.313 -0.510
O -1.200 1.368 0.256 -0.175
H -2.339 -1.948 -0.201 0.334
H 2.030 0.086 -0.862 0.297
H 2.242 -0.077 0.794 0.291
C -1.091 -0.516 -0.139 0.787
```

The multiplicity is 1. As for the net charge: 0. As for the energy relative to the best compared isomer or geometry (same formula, charge and spin): 179.5 kcal per mole. The HOMO-LUMO gap is 8.88 eV.



Record 11
# C3H4O3

The molecule C3H4O3 (ωB97M-V/def2-TZVPD, the OMol25 dataset).

XYZ file:
```
10
Properties=species:S:1:pos:R:3:mulliken_charge:R:1
C 0.288 0.020 0.371 -0.171
H -1.352 1.272 0.573 0.244
H -1.681 -0.498 -1.116 0.319
O 0.577 -0.609 -0.713 -0.233
O 2.324 0.964 -1.016 -0.503
H 2.486 -0.690 0.211 0.329
O -2.016 -0.565 -0.210 -0.494
H -1.378 -0.107 1.661 0.289
C -1.175 0.180 0.624 -0.234
C 1.927 0.033 -0.384 0.454
```

The multiplicity is 1. As for the net charge: 0. As for the energy relative to the best compared isomer or geometry (same formula, charge and spin): 95.4 kcal per mole. The HOMO-LUMO gap is 9.69 eV.



Record 12
# C3H4O3

A structure of composition C3H4O3 in a non-equilibrium geometry (ωB97M-V/def2-TZVPD, the OMol25 dataset).

XYZ file:
```
10
Properties=species:S:1:pos:R:3:mulliken_charge:R:1
H -0.530 -0.501 1.493 0.299
O 1.936 -1.294 -0.021 -0.522
H -0.754 -1.526 -1.109 0.349
H -0.315 1.905 0.739 0.230
O 1.187 0.891 -0.296 -0.322
C 1.117 -0.430 0.025 0.400
C -0.229 1.116 -0.038 -0.350
C -0.385 -0.375 0.410 0.202
H -0.795 1.441 -0.940 0.235
O -1.231 -1.227 -0.263 -0.520
```

The multiplicity is 1. As for the net charge: 0. As for the energy relative to the best compared isomer or geometry (same formula, charge and spin): 33.7 kcal per mole. The HOMO-LUMO gap is 11.23 eV.